(1)
# C21H63IN10O4P3

A cluster of 4 separate species, C21H63IN10O4P3 in total (wB97M-V/def2-TZVPD, the OMol25 dataset).

Values from the calculation:
HOMO energy, eV: -8.81
Electronic energy, Eh: -3007.51305
LUMO, Eh: -0.192
Charge: +1
Energy relative to the best compared isomer or geometry (same formula, charge and spin), kJ/mol: 878.0

Each line ends with the Löwdin charge.
Element x y z (Å)
C -0.6432 5.0375 1.3419  -0.061
C -0.5333 5.8179 2.7184  -0.221
O 0.7558 5.6034 3.3480  -0.226
C 0.7117 5.9021 4.7160  -0.290
N 1.6662 4.9173 5.3631  -0.331
I 3.5287 4.9206 4.3960  1.040
H -1.7407 5.0648 1.0898  0.089
H -0.2752 3.9868 1.4106  0.060
H -0.1238 5.6167 0.5305  0.087
H -1.3841 5.4762 3.3723  0.125
H -0.6099 6.9171 2.4942  0.133
H -0.2943 5.6773 5.1816  0.152
H 0.9479 6.9638 4.9759  0.153
H 1.2608 3.9889 5.1736  0.117
H 1.7459 5.0513 6.3756  0.123
O -1.4137 2.0542 0.4110  -0.303
P -2.0984 0.6721 0.4459  0.790
N -0.7476 -0.2039 -0.1103  -0.341
C -0.3495 -0.5485 -1.4606  -0.122
C 0.3656 -0.3351 0.8205  -0.135
N -3.3410 1.0757 -0.6792  -0.325
C -3.2857 0.8396 -2.1099  -0.130
C -3.9057 2.4135 -0.4650  -0.160
N -2.9395 -0.9005 0.6962  -0.316
C -3.0230 -1.2506 2.1194  -0.150
C -2.8261 -2.1099 -0.0875  -0.123
H 0.0516 -1.5684 -1.4790  0.090
H 0.4147 0.1351 -1.8470  0.085
H -1.1692 -0.5479 -2.1709  0.045
H 0.3249 -1.3073 1.3255  0.066
H 0.3384 0.4425 1.5883  0.061
H 1.3369 -0.2463 0.3241  0.084
H -2.3896 1.2808 -2.5647  0.074
H -4.1525 1.2733 -2.6160  0.085
H -3.3359 -0.2197 -2.3546  0.066
H -3.2900 3.1962 -0.9240  0.074
H -3.9940 2.6344 0.6010  0.065
H -4.9135 2.4761 -0.8817  0.081
H -2.0767 -1.6637 2.4906  0.058
H -3.8201 -1.9772 2.3045  0.078
H -3.2565 -0.3614 2.7161  0.073
H -1.9318 -2.6949 0.1674  0.086
H -2.8197 -1.9339 -1.1591  0.063
H -3.7004 -2.7402 0.1004  0.095
O 0.1042 -1.8596 4.2696  -0.293
P 1.2431 -2.7723 4.7637  0.792
N 0.3862 -3.4216 6.0862  -0.348
C 0.2944 -2.9640 7.4574  -0.128
C -0.6959 -4.3477 5.7663  -0.117
N 2.3653 -1.4891 5.0464  -0.323
C 2.5667 -0.8130 6.3107  -0.146
C 2.3551 -0.4755 3.9880  -0.163
N 2.5802 -3.9189 5.1348  -0.323
C 2.6285 -5.0256 4.1725  -0.151
C 3.0203 -4.3915 6.4282  -0.124
H 0.3066 -3.8254 8.1345  0.089
H -0.6227 -2.3914 7.6364  0.085
H 1.1281 -2.3416 7.7647  0.047
H -0.3556 -5.3841 5.8728  0.077
H -1.0468 -4.2124 4.7403  0.070
H -1.5666 -4.2055 6.4121  0.085
H 1.6275 -0.4112 6.7163  0.080
H 3.2595 0.0271 6.2042  0.076
H 3.0391 -1.4563 7.0507  0.063
H 1.5435 0.2502 4.1270  0.068
H 2.2300 -0.9381 3.0074  0.060
H 3.3041 0.0669 3.9590  0.078
H 1.8725 -5.7885 4.3967  0.074
H 3.6137 -5.5008 4.1609  0.080
H 2.4407 -4.6557 3.1583  0.075
H 2.3900 -5.2024 6.8172  0.088
H 3.0691 -3.6113 7.1822  0.060
H 4.0403 -4.7767 6.3396  0.096
O -0.5753 -0.3849 -5.2354  -0.292
P -0.4082 -0.0266 -6.7239  0.787
N 1.0025 -0.9531 -6.9684  -0.349
C 2.3967 -0.5881 -6.8284  -0.130
C 0.8350 -2.4025 -6.9685  -0.123
N -0.2481 1.6724 -6.4657  -0.327
C 1.0055 2.3826 -6.3143  -0.142
C -1.1868 2.1983 -5.4664  -0.160
N -0.4221 0.3216 -8.4904  -0.324
C -1.4667 -0.4389 -9.1850  -0.155
C 0.7062 0.5004 -9.3754  -0.127
H 2.9804 -1.0471 -7.6345  0.087
H 2.8100 -0.9150 -5.8672  0.084
H 2.5769 0.4785 -6.9105  0.047
H 0.7793 -2.7807 -7.9958  0.075
H -0.0807 -2.6984 -6.4508  0.069
H 1.6568 -2.9141 -6.4598  0.083
H 1.6272 1.9535 -5.5167  0.083
H 0.8368 3.4333 -6.0630  0.082
H 1.5733 2.4176 -7.2425  0.061
H -0.8225 2.0481 -4.4434  0.066
H -2.1614 1.7135 -5.5523  0.069
H -1.3543 3.2668 -5.6217  0.081
H -1.1594 -1.4775 -9.3624  0.073
H -1.7223 0.0199 -10.1447  0.079
H -2.3842 -0.4585 -8.5864  0.074
H 1.1441 -0.4541 -9.6980  0.086
H 1.4992 1.1086 -8.9504  0.060
H 0.3763 1.0345 -10.2714  0.095

Atoms 1-3, force components in eV/Å:
-0.11 1.05 0.58
-0.79 0.02 -1.84
-0.59 0.00 1.44

=====

(2)
# CHF2IS

The molecule CHF2IS (wB97M-V/def2-TZVPD, the OMol25 dataset).

Values from the calculation:
HOMO energy, eV: -9.55
Electronic energy, Eh: -934.28092
LUMO, Eh: -0.029
SMILES string: FC(F)(S)I
Energy relative to the best compared isomer or geometry (same formula, charge and spin), kJ/mol: 35.8

Each line ends with the Löwdin charge.
Element x y z (Å)
F 0.6025 -0.5154 -1.1257  -0.018
C -0.0318 0.2874 -0.3075  -1.213
F -0.2997 1.4430 -0.9422  -0.019
S 0.7718 0.5080 1.2656  0.748
I -2.1718 -0.8179 -0.0786  0.522
H 1.1289 -0.9050 1.1884  -0.020

Atoms 1-3, force components in eV/Å:
0.58 -0.24 -0.46
-2.39 -0.07 0.01
0.29 -0.50 0.57

=====

(3)
# C3H8N2OS

A cluster of 2 separate species, C3H8N2OS in total (wB97M-V/def2-TZVPD, the OMol25 dataset).

Values from the calculation:
HOMO energy (alpha / beta), eV: -6.40 / -7.65
Electronic energy, Eh: -701.80848
LUMO (alpha / beta), Eh: 0.038 / -0.082
Expectation value of S²: 2.006
Energy relative to the best compared isomer or geometry (same formula, charge and spin), kJ/mol: 301.2
Spin multiplicity: 3

Each line ends with the Löwdin charge.
Element x y z (Å)
C -2.9514 1.8935 -0.0260  -0.267
C 1.1404 -2.3121 1.2884  -0.431
C 0.8532 -0.8174 -0.9788  -0.545
N 1.0647 1.3782 -0.5913  -0.046
N 1.1937 0.1336 -0.1707  -0.165
O -2.3384 1.4380 -0.9278  0.069
S 0.7761 -2.4698 -0.4683  0.796
H -4.0709 1.9644 -0.0069  0.095
H -2.4707 2.3453 0.8562  0.085
H 1.1793 1.6273 -1.5961  0.101
H 2.0702 -2.9102 1.6476  0.067
H 0.1554 -2.6128 1.8072  0.048
H 1.1644 -1.1890 1.3930  0.016
H 0.6579 -0.6108 -2.0696  0.091
H 1.5761 2.1417 -0.1568  0.084

Atoms 1-3, force components in eV/Å:
-4.72 3.13 6.35
-1.02 0.15 1.13
0.86 1.86 0.15

=====

(4)
# C7H5Br2ClN2O3

The molecule C7H5Br2ClN2O3 (wB97M-V/def2-TZVPD, the OMol25 dataset).

Values from the calculation:
HOMO energy, eV: -8.54
Electronic energy, Eh: -6213.04531
LUMO, Eh: -0.012
SMILES string: Nc1c(Cl)cccc1OC(Br)(Br)[N+](=O)[O-]
Energy relative to the best compared isomer or geometry (same formula, charge and spin), kJ/mol: 0.0

Each line ends with the Löwdin charge.
Element x y z (Å)
N 0.9953 1.6660 -1.2340  0.130
C 1.1003 0.5334 -0.4934  -0.264
C 2.3541 0.2731 0.2289  -0.581
Cl 3.7466 1.1522 -0.2633  0.706
C 2.4853 -0.8241 1.1385  -0.085
C 1.3177 -1.5340 1.4061  -0.121
C 0.1916 -1.4263 0.6841  -0.127
C 0.0551 -0.4027 -0.2625  -0.272
O -1.1861 -0.2075 -0.8842  -0.135
C -2.2817 -0.1326 -0.1400  -1.122
Br -1.8024 0.4792 1.6749  0.869
Br -3.2715 -1.7339 -0.3843  0.869
N -3.2256 1.0360 -0.7661  -0.464
O -2.6920 2.0501 -0.9895  0.106
O -4.3614 0.7718 -0.9492  0.036
H 0.3973 1.4386 -1.9822  0.095
H 1.8822 2.1647 -1.2606  0.055
H 3.4783 -0.8777 1.6971  0.130
H 1.5053 -2.4372 1.9765  0.111
H -0.6885 -1.9891 0.8033  0.065

Atoms 1-3, force components in eV/Å:
0.23 -0.56 1.09
1.34 -1.52 2.38
-1.70 -2.10 -0.04

=====

Number 1: molecular weight 739.63 g/mol, largest force on an atom 6.97 eV/A. Number 2: molecular weight 209.99 g/mol, largest force on an atom 2.43 eV/A. Number 3: molecular weight 120.18 g/mol, largest force on an atom 8.51 eV/A. Number 4: molecular weight 360.39 g/mol, largest force on an atom 3.54 eV/A.